No. 1
Molecular formula: C26H50O8
Method: DFT, ωB97M-V/def2-TZVPD

```
84
C26H50O8 (ωB97M-V/def2-TZVPD)
C -0.249 -2.427 2.013
C 0.546 -2.454 0.580
O -0.036 -2.475 -0.641
O 2.039 -2.501 0.593
H -1.349 -2.817 1.912
H -0.182 -1.394 2.558
C 5.025 0.892 -0.579
C 3.771 0.102 -0.852
C 3.030 0.218 0.462
O 3.397 1.481 1.035
C 4.509 2.010 0.300
H 5.521 1.255 -1.483
H 5.738 0.275 -0.020
H 3.195 0.585 -1.650
H 3.959 -0.934 -1.146
H 3.335 -0.567 1.161
H 1.945 0.172 0.337
H 4.144 2.850 -0.300
H 5.267 2.381 0.995
C 2.173 4.929 0.358
C 1.720 6.238 0.952
C 0.448 5.838 1.667
O 0.615 4.474 2.081
C 1.776 3.940 1.432
H 3.240 4.898 0.123
H 1.613 4.725 -0.563
H 2.461 6.592 1.677
H 1.563 7.026 0.211
H -0.416 5.880 0.996
H 0.243 6.465 2.540
H 2.563 3.837 2.187
H 1.550 2.949 1.028
C 5.618 -3.026 4.609
C 5.259 -3.695 3.307
C 3.764 -3.475 3.240
O 3.493 -2.242 3.921
C 4.676 -1.843 4.628
H 6.670 -2.735 4.679
H 5.392 -3.698 5.446
H 5.751 -3.175 2.476
H 5.538 -4.750 3.263
H 3.221 -4.271 3.762
H 3.394 -3.416 2.212
H 5.106 -0.985 4.101
H 4.412 -1.533 5.643
C -0.869 1.090 -2.087
C -1.322 2.398 -1.493
C -2.593 1.998 -0.777
O -2.427 0.635 -0.364
C -1.265 0.100 -1.013
H 0.198 1.059 -2.321
H -1.429 0.886 -3.007
H -0.580 2.752 -0.767
H -1.479 3.187 -2.234
H -3.457 2.040 -1.449
H -2.799 2.625 0.095
H -0.478 -0.002 -0.258
H -1.492 -0.890 -1.417
C -5.589 -3.401 2.211
C -5.606 -2.030 1.585
C -4.130 -1.731 1.438
O -3.468 -2.989 1.245
C -4.396 -4.042 1.537
H -6.515 -3.963 2.063
H -5.408 -3.314 3.289
H -6.077 -2.080 0.596
H -6.136 -1.281 2.179
H -3.724 -1.276 2.347
H -3.918 -1.070 0.592
H -4.680 -4.510 0.588
H -3.913 -4.795 2.166
C -3.933 -0.751 -4.808
C -4.252 -1.546 -6.047
C -4.575 -0.458 -7.048
O -3.793 0.688 -6.683
C -3.233 0.462 -5.382
H -3.320 -1.293 -4.083
H -4.863 -0.446 -4.313
H -3.364 -2.101 -6.371
H -5.070 -2.259 -5.914
H -5.631 -0.172 -6.998
H -4.341 -0.751 -8.076
H -2.161 0.279 -5.507
H -3.365 1.354 -4.764
```

HOMO energy   2.211 eV
Energy relative to the best compared isomer or geometry (same formula, charge and spin)   2.241 eV
LUMO energy   4.012 eV
Electronic energy   -44144.781 eV
Molar mass   490.7 g mol⁻¹
Charge   -2

No. 2
Molecular formula: CH12N4P2Si
Method: DFT, ωB97M-V/def2-TZVPD

```
20
CH12N4P2Si (ωB97M-V/def2-TZVPD)
N 1.925 0.475 1.327
P 2.084 0.096 -0.450
N 2.321 -1.599 -0.135
C 0.289 0.026 -0.805
Si -0.616 1.968 -0.487
P -0.855 -1.309 -0.294
N -2.197 -0.445 -0.827
N -0.874 -0.985 1.338
H 2.811 0.359 1.612
H 1.523 1.414 1.207
H 1.936 -1.785 0.720
H 2.076 -2.245 -0.782
H 0.062 -0.036 -1.894
H 0.394 2.895 -0.075
H -1.567 2.341 0.659
H -1.442 2.350 -1.704
H -2.552 -0.544 -1.791
H -2.996 -0.663 -0.286
H -0.225 -0.285 1.526
H -1.739 -1.131 1.857
```

HOMO energy   -7.846 eV
SMILES   NP(N)C([SiH3])P(N)N
Energy relative to the best compared isomer or geometry (same formula, charge and spin)   0.861 eV
LUMO energy   0.777 eV
Electronic energy   -33646.110 eV
Molar mass   170.2 g mol⁻¹

No. 3
Molecular formula: C25H20ClF14N2O4S
Method: DFT, ωB97M-V/def2-TZVPD

```
67
C25H20ClF14N2O4S (ωB97M-V/def2-TZVPD)
C -3.510 -0.984 -2.748
C -2.575 -0.459 -3.891
F -1.813 0.604 -3.305
C -1.558 -1.566 -4.434
C -0.385 -1.585 -3.420
N 0.654 -0.737 -3.460
N 1.688 -0.650 -2.677
C 1.720 -1.492 -1.662
C 0.705 -2.534 -1.384
C 0.851 -3.471 -0.167
C -0.383 -3.566 0.779
C -0.824 -2.237 1.451
F -2.037 -2.539 2.066
F -1.153 -1.245 0.535
C 0.112 -1.721 2.606
F 1.439 -1.995 2.415
F -0.246 -2.443 3.724
C -0.140 -0.195 3.025
F 0.216 -0.147 4.361
F -1.464 0.061 2.976
C 0.808 0.792 2.262
F 1.057 0.425 0.963
F 2.026 0.696 2.871
S 0.336 2.613 2.252
F 1.130 2.820 0.829
F -1.020 2.352 1.422
F -0.378 2.532 3.692
F 1.747 3.004 2.983
F -0.001 4.194 2.227
C -0.394 -2.583 -2.342
Cl -1.664 -3.791 -2.201
H -3.762 -2.062 -2.835
H -4.468 -0.409 -2.812
H -3.099 -0.753 -1.731
H -3.163 0.016 -4.706
H -2.132 -2.519 -4.420
H -1.249 -1.270 -5.460
H 0.630 -0.053 -4.245
H 2.576 -1.467 -0.952
H 1.812 -3.208 0.336
H 1.019 -4.503 -0.585
H -1.292 -4.016 0.328
H -0.096 -4.254 1.620
C 1.118 0.340 6.954
C 0.362 1.385 7.284
C 0.318 1.894 8.675
O -0.372 2.845 8.976
C 1.149 1.195 9.683
C 1.905 0.149 9.353
C 1.948 -0.358 7.963
O 2.638 -1.310 7.659
H 1.163 -0.044 5.947
H -0.250 1.908 6.559
H 1.105 1.581 10.694
H 2.517 -0.373 10.077
C -0.514 2.080 -6.196
C -1.038 2.656 -7.276
C -0.173 3.218 -8.342
O -0.647 3.744 -9.323
C 1.294 3.110 -8.157
C 1.814 2.533 -7.076
C 0.951 1.974 -6.016
O 1.431 1.442 -5.024
H -1.129 1.665 -5.406
H -2.107 2.743 -7.425
H 1.911 3.524 -8.945
H 2.883 2.446 -6.924
```

HOMO energy   -11.488 eV
LUMO energy   -4.561 eV
Electronic energy   -98809.988 eV
Molar mass   745.9 g mol⁻¹
Charge   +1